{
  "formula": "C41H95N6O8",
  "method": "ωB97M-V/def2-TZVPD",
  "symbols": ["H", "H", "H", "C", "H", "H", "H", "O", "H", "H", "H", "H", "H", "C", "H", "C", "C", "H", "N", "H", "C", "H", "C", "H", "O", "H", "H", "H", "H", "H", "N", "C", "H", "H", "H", "H", "H", "C", "H", "C", "N", "H", "C", "H", "H", "C", "H", "C", "H", "H", "C", "H", "O", "C", "H", "H", "H", "H", "H", "H", "H", "H", "N", "H", "H", "H", "H", "H", "C", "H", "O", "C", "C", "C", "H", "H", "H", "H", "H", "H", "H", "H", "C", "H", "H", "H", "O", "C", "C", "H", "H", "H", "C", "C", "N", "C", "C", "C", "H", "H", "C", "H", "H", "C", "O", "H", "H", "C", "H", "C", "H", "H", "N", "H", "H", "O", "C", "C", "O", "H", "C", "H", "H", "H", "H", "H", "H", "C", "H", "H", "H", "H", "C", "C", "C", "H", "C", "C", "H", "C", "C", "H", "H", "H", "H", "H", "H", "H", "H", "H"],
  "coordinates": [[-2.11, 0.02, 3.98], [2.15, 5.84, 0.18], [-3.08, -1.70, 5.40], [-5.70, -3.01, 1.78], [4.50, 4.20, -4.46], [2.12, -1.22, -1.92], [4.17, 4.66, 1.63], [0.08, -0.41, 0.09], [0.72, -6.79, -0.26], [0.89, 1.18, -4.84], [1.11, -4.35, 2.85], [-0.13, 2.40, -4.25], [2.68, 4.03, 3.55], [1.28, 5.48, 0.75], [-1.56, 6.01, 2.01], [1.12, -5.10, -1.35], [3.11, -0.09, -3.63], [1.38, 2.87, -4.82], [-4.34, -2.11, 3.74], [-2.31, 2.13, 2.75], [-5.18, -3.31, 4.23], [4.67, -0.80, 1.49], [-0.53, 6.37, 2.10], [4.79, 6.16, -3.22], [0.75, 1.66, 0.39], [4.87, 2.32, 2.73], [5.26, 2.51, 1.12], [3.52, -5.65, 0.31], [-5.22, -3.46, -2.04], [-4.21, -1.39, 1.71], [1.70, 5.36, 2.26], [3.72, 3.83, -3.79], [-4.06, -0.79, -0.69], [2.09, -7.07, -1.18], [-5.77, -3.24, -3.71], [3.53, 6.44, 2.44], [2.12, 7.46, 2.65], [-2.96, -2.01, 4.36], [-2.36, 1.91, -2.47], [-4.99, -0.71, 4.01], [-0.08, 0.77, 0.47], [3.07, 0.84, -0.85], [-1.98, -1.03, 3.70], [1.11, -0.75, -3.39], [-6.39, -2.46, 1.15], [2.45, -5.73, 0.51], [1.10, 1.23, -2.17], [4.21, 5.69, -2.43], [-2.31, -3.36, -4.51], [0.62, 7.59, 0.67], [4.12, -1.29, 2.29], [4.09, -0.49, -3.38], [-3.02, 2.63, 2.35], [1.61, -6.28, -0.61], [-3.76, -1.86, -4.27], [2.71, -1.49, 0.65], [-0.17, 4.39, 2.83], [-0.18, -2.36, 3.78], [3.19, 6.06, -2.34], [2.54, 6.45, 3.99], [-3.89, 1.17, -2.64], [-6.03, -0.71, 3.70], [-2.90, -1.62, -2.39], [3.72, -0.46, 2.87], [-0.58, 7.35, 2.57], [1.51, -5.14, -2.37], [-0.34, 6.43, -0.12], [0.87, -3.02, -0.55], [-3.48, 2.95, 3.55], [-0.64, -1.72, -6.34], [-2.90, 2.46, 4.53], [-6.27, -3.48, 3.17], [-1.44, -3.12, -3.90], [0.91, 2.08, -4.22], [0.01, -3.34, -6.05], [0.41, -3.24, 1.60], [0.99, 4.52, 0.32], [-1.12, -0.40, -2.34], [-2.50, -3.58, -1.97], [2.75, 4.24, -4.08], [-4.86, -1.06, -3.15], [-2.68, -3.05, 4.23], [-4.39, -2.36, 2.18], [3.46, -3.93, 2.30], [3.96, 2.32, -1.37], [4.82, -1.89, 2.87], [-4.49, 3.68, 3.73], [2.09, -1.02, -2.99], [3.67, 1.30, -1.63], [2.88, 0.11, -4.67], [-4.92, -0.46, 5.07], [4.91, 2.10, -3.71], [-2.91, 1.01, -2.20], [-4.18, -1.90, -3.26], [3.01, 1.34, -3.00], [0.21, 6.59, 0.81], [3.59, 3.74, 1.61], [3.87, 2.28, -3.95], [-3.03, 1.06, -1.11], [1.63, 2.87, -2.28], [1.57, 1.94, -2.85], [4.54, 0.65, -1.69], [-1.99, -1.04, 2.61], [-4.90, -3.25, -3.06], [4.16, 4.30, -2.50], [-4.55, -4.20, 4.20], [3.82, 1.53, 1.59], [4.38, 2.44, 1.77], [3.57, 2.04, -4.97], [1.59, -3.84, -0.60], [-4.34, -4.13, -3.36], [-5.39, -3.90, 1.23], [2.00, -4.32, 0.77], [2.51, -3.50, -1.08], [0.05, -5.01, -1.21], [-0.58, -2.11, -4.34], [2.54, 6.49, 2.90], [-0.48, -1.36, 4.08], [-1.12, 1.03, 1.05], [0.92, -1.82, -5.74], [0.27, 5.37, 2.96], [1.72, 3.11, 2.40], [-0.92, -4.08, -3.85], [4.06, -3.67, 0.68], [-6.58, -4.52, 3.19], [4.66, 5.97, -1.47], [-7.20, -2.93, 3.29], [2.37, 3.98, 2.51], [-2.13, -0.32, -3.82], [-0.38, -1.23, 5.15], [0.07, -5.01, 1.54], [-4.48, 0.05, 3.42], [2.96, -2.00, 1.58], [-3.30, -1.55, -0.86], [-2.13, -0.27, -2.73], [3.30, 3.67, 0.56], [3.22, -3.47, 1.34], [0.80, -4.24, 1.81], [2.27, -6.38, 1.37], [-1.92, -2.79, -2.44], [-0.04, -2.33, -5.66], [-1.02, -2.61, -1.86], [0.37, 5.60, 4.02], [2.13, -2.05, -3.35], [2.17, -1.82, 2.31], [-2.38, -1.33, -0.30], [0.17, -0.62, 3.61], [-5.60, -3.13, 5.22], [-3.58, -3.06, 2.00], [-3.64, -2.54, -0.56]],
  "mulliken_charge": [-0.077, 0.364, 0.426, -0.573, 0.590, -0.407, 0.332, -0.265, 0.385, 0.182, 0.336, 0.423, 0.478, -0.288, 0.406, -0.202, -1.160, 0.283, 0.304, 0.252, -0.471, 0.372, -0.610, 0.333, -0.413, 0.548, 0.499, 0.472, 0.208, 0.137, 0.106, -0.960, 0.598, 0.360, 0.465, 0.306, 0.410, -1.057, 0.368, -0.804, 0.207, 0.021, 1.228, -0.490, 0.428, -0.514, -0.278, -0.852, 0.474, 0.403, -1.573, 0.397, -0.360, -1.038, 0.549, -0.484, 0.103, 0.199, 0.331, 0.346, 0.395, 0.408, 0.387, 0.372, 0.300, 0.458, 0.445, -0.796, 0.924, 0.335, -0.502, -0.920, -1.422, -1.447, 0.397, 0.151, 0.130, -0.157, 0.711, 0.409, 0.516, 0.316, -0.576, 0.498, 0.324, 0.438, -0.317, 0.681, -0.978, 0.429, 0.342, 0.482, -1.360, -0.409, 0.678, -0.825, 0.079, -0.653, 0.254, 0.489, 0.375, 0.430, -0.395, -1.187, -0.210, 0.427, -0.139, -1.246, 0.459, 0.563, 0.297, 0.349, 0.406, 0.320, 0.068, 0.017, -0.840, -1.477, -0.368, 0.216, -0.453, 0.010, 0.656, 0.407, 0.423, 0.252, 0.313, -0.366, 0.351, 0.549, 0.516, 0.263, 1.817, -1.720, 0.361, -0.075, -1.237, -0.876, 0.360, 0.054, -0.968, -0.406, 0.525, 0.701, -0.463, 0.438, 0.299, 0.401, 0.492, 0.569],
  "spin_multiplicity": 2,
  "max_force_ev_per_a": 2.83,
  "e_homo_ev": [-17.27, -17.27],
  "total_charge": 4,
  "energy_ha": -2548.024663,
  "lumo_ev": [-8.0, -10.7]
}